{"formula": "C2H7PS2", "method": "ωB97M-V/def2-TZVPD", "homo_lumo_gap_ev": 9.2, "energy_ha": -1218.05433, "largest_force_ev_per_a": 2.5, "smiles": "C=CS.PS", "homo_energy_ev": -8.6, "symbols": ["C", "C", "P", "S", "S", "H", "H", "H", "H", "H", "H", "H"], "xyz": [[1.511, -1.062, -1.263], [0.425, -1.669, -0.848], [-1.431, 1.473, 0.298], [-0.256, -1.709, 0.754], [-0.221, 2.072, 1.916], [2.087, -0.553, -0.502], [1.818, -1.122, -2.236], [0.015, -2.562, -1.366], [-2.455, 1.021, 1.126], [-2.261, 2.590, 0.043], [0.119, -0.470, 1.173], [0.650, 1.990, 0.908]], "atomic_forces_ev_per_a": [[-0.31, 0.67, 2.34], [-0.59, -2.47, 0.18], [-1.25, -0.09, -0.29], [-0.02, 0.54, 0.59], [0.20, 0.22, -0.55], [0.13, 0.63, -0.36], [0.98, -0.25, -2.19], [-0.12, 1.17, -0.38], [-0.37, -0.64, 0.11], [0.29, 0.48, 0.00], [0.06, -0.58, -0.05], [1.00, 0.32, 0.60]], "mulliken_charge": [-0.640, -0.060, -0.055, -0.134, -0.231, 0.224, 0.309, 0.260, 0.059, 0.070, 0.020, 0.178]}